1.
ORCA calculation (wB97M-V/def2-TZVPD) on an isolated molecule of C3H3NO2.

- SMILES: Oc1cocn1
- Relative energy (zero: lowest compared OMol25 entry of this formula, charge and spin): 27.7 kcal per mole
- Multiplicity: 1
- E_LUMO: 0.0334 hartree

XYZ file:
```
9
Properties=species:S:1:pos:R:3:forces:R:3:nbo_charge:R:1
O -1.972038 -0.149119 0.461353 -0.1 0.2 -0.1 -0.66
C -0.656328 -0.067735 0.192339 0.1 -0.3 -0.2 0.37
C 0.175049 -1.098384 -0.070154 -0.2 0.2 -0.1 -0.05
O 1.421441 -0.556581 -0.272948 0.0 0.1 -0.2 -0.40
C 1.240344 0.761340 -0.144906 0.0 0.2 0.0 0.34
N 0.029686 1.125126 0.135138 0.2 -0.2 0.0 -0.50
H -2.353283 0.724732 0.310771 0.0 0.0 0.1 0.49
H 0.012628 -2.131432 -0.301133 0.2 -0.1 0.2 0.22
H 2.102502 1.392053 -0.310460 -0.1 -0.1 0.1 0.19
```
Positions in Å, forces in eV/Å.

2.
ORCA calculation (wB97M-V/def2-TZVPD) on a structure of composition C42H32F4IN2PPt at a distorted geometry.

- Relative energy (zero: lowest compared OMol25 entry of this formula, charge and spin): 15.8 kcal per mole
- Multiplicity: 1
- E_LUMO: 0.0000 hartree

XYZ file:
```
83
Properties=species:S:1:pos:R:3:forces:R:3:lowdin_charge:R:1
Pt -0.659576 0.031213 0.361490 -0.2 0.1 0.4 0.88
I 2.370658 -0.945916 3.526972 -0.2 0.1 -0.1 1.05
C 3.484666 -0.804716 1.763981 -0.2 0.0 -0.1 -0.64
C 4.565373 0.025204 1.865805 0.1 0.1 0.0 -0.18
C 5.530882 0.097523 0.846218 0.0 0.1 0.1 -0.07
C 5.439184 -0.763883 -0.196910 -0.1 -0.1 0.0 -0.03
C 4.335464 -1.645529 -0.317670 0.0 0.0 0.0 -0.16
C 4.374223 -2.606592 -1.355421 0.0 0.0 0.0 -0.03
C 3.365005 -3.497146 -1.494340 -0.1 0.0 0.0 -0.06
C 2.199601 -3.325482 -0.722334 -0.1 0.1 0.1 -0.09
C 2.048812 -2.356815 0.251783 0.0 -0.3 -0.2 -0.24
P 0.234510 -2.032010 0.675873 0.5 0.1 -0.1 0.95
C -0.629824 -3.119647 -0.524149 0.1 0.0 0.0 -0.39
C -1.228676 -4.319128 -0.165842 0.0 0.0 0.0 -0.08
C -1.923853 -5.063638 -1.113636 0.0 0.0 0.0 -0.07
C -2.008768 -4.623268 -2.423186 0.0 0.0 0.0 -0.08
C -1.402212 -3.425522 -2.787993 0.0 0.0 0.0 -0.07
C -0.724003 -2.677329 -1.843959 0.0 0.0 0.0 -0.11
C -0.054991 -2.890501 2.255491 -0.1 0.0 -0.1 -0.45
C 0.680033 -4.036978 2.553247 -0.1 0.0 0.0 -0.13
C 0.444559 -4.732993 3.727404 0.0 0.0 0.0 -0.08
C -0.521384 -4.281960 4.617819 0.0 0.0 0.0 -0.08
C -1.252523 -3.139580 4.326024 0.0 0.0 0.0 -0.08
C -1.025798 -2.445469 3.144867 0.0 0.0 0.1 -0.13
C 3.239716 -1.597533 0.597185 0.0 0.0 0.1 -0.20
H 4.695763 0.619118 2.759970 0.0 0.0 0.0 0.08
H 6.357003 0.790173 0.934197 0.0 0.0 0.0 0.11
H 6.210953 -0.805900 -0.955139 0.0 0.0 0.0 0.11
H 5.240599 -2.631425 -2.005368 0.0 0.0 0.0 0.12
H 3.402495 -4.281395 -2.238879 0.0 0.0 0.0 0.11
H 1.367173 -3.961485 -0.973666 0.0 0.0 0.0 0.09
H -1.188993 -4.672180 0.855523 0.0 0.0 0.0 0.10
H -2.407064 -5.985723 -0.816358 0.0 0.0 0.0 0.11
H -2.552535 -5.202834 -3.158016 0.0 0.0 0.0 0.10
H -1.471240 -3.069413 -3.807964 0.0 0.0 0.0 0.10
H -0.280558 -1.727445 -2.121006 0.0 0.0 0.0 0.10
H 1.449501 -4.377540 1.871543 0.0 0.0 0.0 0.11
H 1.022927 -5.619404 3.953861 0.0 0.0 0.0 0.11
H -0.700058 -4.819083 5.540682 0.0 0.0 0.0 0.10
H -2.000939 -2.781999 5.022085 0.0 0.0 0.0 0.11
H -1.590325 -1.551870 2.916926 0.0 0.0 0.0 0.08
C -0.460747 3.782147 0.212817 -0.1 0.1 -0.1 0.01
C -1.709320 3.037589 -0.065122 -0.1 0.1 0.0 -0.35
N -1.955583 1.740384 0.036123 0.4 0.0 0.0 -0.05
C -3.307118 1.576260 -0.212932 -0.1 -0.1 -0.3 -0.13
C -3.868483 2.773193 -0.495446 0.0 0.0 0.0 -0.07
N -2.844322 3.687883 -0.400891 0.1 -0.1 0.1 0.10
H 0.129229 3.231418 0.929838 0.1 -0.1 0.1 0.07
H -0.705687 4.760107 0.629777 0.0 0.0 0.0 0.09
H 0.143861 3.919976 -0.683787 -0.1 0.0 0.0 0.08
H -3.759452 0.602172 -0.183922 0.0 0.0 0.0 0.07
H -4.878322 3.048171 -0.738046 0.0 0.0 0.0 0.11
H -2.909362 4.683915 -0.512769 0.0 0.0 0.0 0.16
F -7.318011 -6.586748 1.834878 0.0 0.0 0.0 0.13
C -7.383298 -5.784526 0.759255 0.0 0.0 0.0 -0.58
F -7.296199 -6.579684 -0.328673 0.0 0.0 0.0 0.13
F -8.623784 -5.254525 0.737583 0.0 0.0 0.0 0.13
C -6.323144 -4.725916 0.761816 0.0 0.0 0.0 -0.13
C -5.366566 -4.668646 1.763402 0.0 0.0 0.0 -0.01
C -4.392985 -3.683645 1.731052 0.0 0.0 0.0 -0.01
C -4.361132 -2.746105 0.696036 0.0 0.0 0.0 -0.24
C -5.335733 -2.817326 -0.306501 0.0 0.0 0.0 -0.02
C -6.307496 -3.797965 -0.273774 0.0 0.0 0.0 -0.01
C -3.321102 -1.765372 0.641468 0.1 -0.2 0.0 -0.12
C -2.315114 -1.089237 0.552517 -0.4 0.3 0.0 -0.27
H -5.380172 -5.392184 2.566786 0.0 0.0 0.0 0.12
H -3.637324 -3.639679 2.505191 0.0 0.0 0.0 0.10
H -5.308795 -2.101498 -1.117292 0.0 0.0 0.0 0.12
H -7.055799 -3.849193 -1.054689 0.0 0.0 0.0 0.12
F 3.624562 4.700986 -3.266046 0.0 0.1 -0.1 0.04
C 3.055569 3.811914 -2.419437 -0.1 -0.1 0.0 -0.30
C 3.147162 4.020565 -1.059596 0.0 0.0 0.0 -0.02
C 2.556589 3.100436 -0.205085 0.1 -0.1 0.0 -0.08
C 1.872471 1.978712 -0.679467 0.0 0.2 -0.1 -0.34
C 1.293804 0.966010 0.229431 -0.3 -1.0 0.0 -0.32
C 1.823249 1.806273 -2.067365 -0.1 0.0 0.1 -0.05
C 2.402839 2.710607 -2.940699 0.1 0.1 0.0 -0.02
H 3.676444 4.885179 -0.681231 0.0 0.0 0.0 0.11
H 2.633425 3.255198 0.866225 0.0 0.0 0.0 0.12
H 1.677400 0.014586 -0.143402 0.6 0.4 0.1 -0.02
H 1.678597 1.067451 1.251030 -0.1 0.2 -0.2 0.01
H 1.311242 0.937809 -2.468001 0.0 0.0 0.0 0.11
H 2.360442 2.569432 -4.012576 0.0 0.0 0.0 0.11
```
Positions in Å, forces in eV/Å.

3.
ORCA calculation (wB97M-V/def2-TZVPD) on a structure of composition C18H50Cu2O16 at a distorted geometry.

- Multiplicity: 1
- E_LUMO: -0.0226 hartree

XYZ file:
```
86
Properties=species:S:1:pos:R:3:forces:R:3:lowdin_charge:R:1
Cu -2.187150 0.109114 3.513989 0.4 0.1 0.0 0.40
Cu 2.042486 0.423508 -3.230407 0.0 0.0 -0.2 0.39
C -1.145270 1.105030 -0.489538 -0.4 1.1 -1.6 0.03
C -0.056042 0.833543 -1.345338 0.7 -0.6 0.3 -0.25
C 1.089253 -0.072340 -0.695743 -1.3 0.8 -2.9 -0.31
O 2.019352 -0.498802 -1.450494 -0.4 0.6 0.6 -0.06
C 0.938097 -0.442422 0.587436 1.2 -0.8 1.4 0.00
C -0.104405 -0.158793 1.447258 -0.1 0.0 1.3 -0.26
C -1.271202 0.716607 0.854260 1.3 -1.3 -0.4 -0.32
O -2.260494 0.927028 1.563423 -0.7 0.0 0.8 -0.02
O -0.133883 -0.563691 2.662767 -0.7 0.9 -1.4 -0.04
O 0.097427 1.179692 -2.569634 -0.2 -0.8 1.7 -0.09
H -1.954988 1.714260 -0.936225 0.4 -0.4 0.4 0.13
H 1.797077 -1.017841 0.884162 0.0 -0.4 0.8 0.13
C 0.820275 -3.010235 -6.310148 1.5 -1.1 0.6 -0.15
O 0.974815 -1.647413 -6.224562 1.0 1.5 -0.3 -0.12
H -0.062517 -3.273846 -6.828790 -1.1 -0.5 -0.4 0.08
H 1.676587 -3.406204 -6.844930 0.1 -0.1 -0.5 0.08
H 0.918733 -3.486413 -5.333791 -0.6 -0.1 0.2 0.09
H 0.151836 -1.222259 -5.993347 -0.9 0.3 0.3 0.03
C -3.745147 -1.066762 6.094288 -0.3 -2.3 -0.1 -0.10
O -2.733192 -1.256068 5.083799 0.6 0.6 0.8 -0.15
H -3.588046 -0.365836 6.886580 0.7 0.9 0.1 0.08
H -4.695038 -0.878364 5.621545 -0.1 0.3 -0.4 0.08
H -3.856724 -2.054484 6.581202 -0.1 0.4 0.0 0.09
H -1.930050 -1.603003 5.542498 -0.5 0.3 -0.6 0.09
C -1.995904 3.154385 3.851369 0.8 0.1 0.4 -0.11
O -1.527643 1.987760 4.558751 -1.7 -0.3 -0.4 -0.15
H -1.758644 3.155533 2.784205 -0.1 -0.5 0.1 0.07
H -3.069532 3.174867 4.016692 0.0 0.0 -0.2 0.08
H -1.579207 4.100469 4.203338 0.1 -0.2 0.5 0.08
H -0.633231 1.874008 4.908862 0.7 0.8 -0.6 0.04
C -2.261521 0.305091 -4.661374 1.5 0.3 -0.2 -0.08
O -0.968447 -0.115345 -5.186058 0.4 0.3 0.9 -0.17
H -2.320357 0.074157 -3.586660 -0.4 -0.3 -0.5 0.08
H -2.287209 1.383222 -4.766724 -0.3 0.3 0.1 0.07
H -3.004778 -0.120048 -5.331647 -0.1 -0.3 0.5 0.08
H -0.264161 0.206928 -4.564177 -1.0 -0.3 -0.5 0.06
C -2.933943 -4.180886 1.483643 0.5 -0.5 0.9 -0.20
O -2.619019 -3.894084 0.167604 0.2 -0.1 -1.2 -0.11
H -2.597606 -3.360220 2.138717 -0.3 -0.3 0.1 0.07
H -3.989739 -4.428055 1.652413 0.0 0.3 0.0 0.08
H -2.366784 -5.094586 1.712279 -0.1 0.3 0.3 0.08
H -2.955774 -3.027396 -0.052482 -0.3 0.4 0.0 0.04
C -5.049452 -1.046630 1.893167 0.7 1.2 -0.7 -0.11
O -4.310382 -1.355369 0.666296 -0.8 -0.3 1.1 -0.14
H -5.810478 -1.801440 2.063992 0.1 -0.2 -0.2 0.07
H -4.379319 -1.001354 2.791908 -0.4 0.0 -0.7 0.06
H -5.559255 -0.053692 1.748460 0.4 -0.9 0.4 0.10
H -3.760167 -0.599244 0.454604 0.1 0.3 0.2 0.05
C 1.705898 1.338078 6.293444 1.1 0.4 -0.2 -0.10
O 1.053453 1.472373 4.975858 1.1 -0.9 1.6 -0.14
H 1.821086 0.311336 6.696145 -0.4 0.3 -0.8 0.07
H 2.758871 1.778746 6.300538 -1.4 -0.4 -0.3 0.10
H 1.107189 1.874894 7.026225 -0.1 0.2 -0.2 0.07
H 1.243430 0.654683 4.486146 -0.2 0.4 0.0 0.07
C 3.132758 2.812313 -1.623237 -1.2 0.0 1.0 -0.13
O 3.642264 1.910131 -2.569402 1.5 -1.4 0.6 -0.17
H 3.945483 3.236431 -1.005040 -0.4 0.1 -0.3 0.09
H 2.542342 3.569210 -2.169354 0.4 -0.2 0.5 0.09
H 2.439537 2.235499 -0.930081 0.6 0.9 -0.5 0.09
H 4.219375 1.285673 -2.012500 -0.7 0.7 -1.3 0.08
C -0.145159 3.963017 -4.880543 1.0 -0.9 -0.8 -0.18
O 0.429014 3.589149 -3.662398 0.2 -1.3 0.7 -0.15
H 0.393803 4.858509 -5.142603 -0.3 0.6 -0.4 0.07
H 0.080158 3.224000 -5.713225 -0.5 0.6 0.8 0.09
H -1.208186 4.136314 -4.779524 -0.4 0.1 -0.2 0.07
H 0.262383 2.632960 -3.447066 -0.1 1.2 -0.1 0.03
C 5.418101 -1.280721 -1.430827 1.2 0.8 -1.0 -0.13
O 4.775421 -0.102739 -0.992067 0.1 0.2 0.7 -0.14
H 5.212302 -2.185326 -0.884313 -0.5 -0.2 0.4 0.08
H 5.185001 -1.390211 -2.490930 0.1 -0.5 -0.1 0.08
H 6.499752 -1.091142 -1.331469 -0.4 -0.1 -0.1 0.09
H 3.840586 -0.305033 -0.914648 -0.8 -0.2 0.0 0.03
C 3.101230 1.244874 -5.789917 1.8 0.9 -1.1 -0.14
O 2.723244 0.130206 -5.066324 -1.0 -1.9 0.0 -0.16
H 2.331753 1.605036 -6.483917 0.1 0.1 0.3 0.09
H 3.418446 1.971845 -5.051355 -0.4 0.5 -0.1 0.07
H 4.050439 1.053133 -6.361944 -0.9 -0.1 0.1 0.10
H 2.236399 -0.543944 -5.619616 0.3 0.4 0.5 0.08
C 1.388337 -2.577982 5.597731 0.6 -0.2 0.9 -0.16
O 0.178673 -1.838711 5.462174 0.5 0.5 -2.2 -0.15
H 1.618881 -2.599309 6.672103 -0.1 -0.2 -0.3 0.08
H 1.336966 -3.598267 5.206793 -0.3 0.0 0.1 0.08
H 2.276425 -2.136664 5.119010 -0.5 0.3 -0.1 0.08
H 0.185109 -1.560441 4.498698 -0.5 -0.2 1.2 0.07
```
Positions in Å, forces in eV/Å.

| no. | orbital gap (eV) |
| --- | --- |
| 1 | 9.9 |
| 2 | 7.4 |
| 3 | 7.3 |